The following is a DFT calculation (wB97M-V/def2-TZVPD) of C20H59BF3HgNO10S as an isolated structure at a distorted geometry.

Output
* largest force on an atom: 4.67 eV/A
* total energy: -2480.1449 a.u.

Last column: Mulliken charge in e.
CARTESIAN COORDINATES (ANGSTROEM)
Hg -3.42532 1.26248 1.37049  0.74
N 2.50488 2.52872 -0.25682  -0.25
H 2.27295 3.41673 0.16476  0.38
H 3.30769 2.14216 0.21875  0.27
H 2.75208 2.66243 -1.22694  0.32
H 1.76207 1.85762 -0.12274  0.17
B -0.54216 0.12180 0.51848  1.05
H -1.25660 -0.64378 0.77871  -0.38
H -0.39543 0.70439 1.41475  -0.43
H 0.35804 -0.37167 0.18627  -0.38
H -0.88803 0.73014 -0.30282  -0.47
C -1.28537 7.43793 2.36596  0.53
F -1.09524 6.89992 3.57345  -0.22
F -2.53140 7.93024 2.26279  -0.21
F -0.39051 8.42406 2.20864  -0.21
S -0.86813 6.05869 1.05116  1.09
O -1.18093 6.60467 -0.27131  -0.66
O 0.56234 5.77624 1.22730  -0.69
O -1.69159 4.87108 1.39280  -0.62
C -5.57112 -2.83539 1.08467  -0.50
O -5.37741 -1.71066 1.86010  -0.35
H -5.56706 -3.70168 1.74619  0.27
H -6.57072 -2.94997 0.66544  0.27
H -4.80614 -2.96873 0.31974  0.24
C 0.62922 -4.61633 -5.20538  -1.29
C 0.16939 -4.37629 -3.72330  0.46
C -1.32389 -4.70959 -3.55637  -1.10
O 0.94266 -5.24208 -2.92729  -0.55
H 1.71887 -4.64269 -5.19831  0.34
H 0.35709 -3.77072 -5.83703  0.35
H 0.29466 -5.54880 -5.66000  0.33
H 0.42217 -3.35468 -3.43955  0.22
H -1.61994 -4.66731 -2.50820  0.34
H -1.61210 -5.68067 -3.95891  0.30
H -1.90859 -3.92395 -4.03490  0.31
H 0.60265 -5.01043 -2.05991  0.29
C 1.84232 1.02569 -4.85183  -1.20
C 3.36559 1.31393 -4.98102  0.74
C 3.82830 1.52276 -6.43215  -1.51
O 3.67016 2.41029 -4.19567  -0.51
H 1.20832 1.91066 -4.79745  0.35
H 1.63746 0.45096 -3.94860  0.28
H 1.54362 0.42790 -5.71294  0.32
H 3.94389 0.43315 -4.70194  0.10
H 3.56988 2.50102 -6.83752  0.37
H 3.58438 0.72279 -7.13118  0.37
H 4.91617 1.58014 -6.46853  0.41
H 4.57396 2.66198 -4.39909  0.30
C -3.64889 0.90184 -3.92430  -1.17
C -3.94025 2.26470 -3.15562  0.42
C -4.76659 3.22290 -3.93230  -1.40
O -4.74586 1.82173 -2.04500  -0.51
H -2.83163 0.29280 -3.53798  0.30
H -3.31493 1.20761 -4.91580  0.33
H -4.49407 0.22702 -4.05988  0.32
H -2.98719 2.78406 -3.05538  0.31
H -4.78242 4.14060 -3.34437  0.35
H -5.78927 2.94688 -4.18925  0.40
H -4.22881 3.40165 -4.86340  0.35
H -5.59518 1.55618 -2.40521  0.32
C 4.71448 -0.92450 2.75394  -1.23
C 5.73822 -0.24344 1.83871  0.54
C 5.78769 -0.82232 0.39452  -1.21
O 5.41572 1.11606 1.79937  -0.54
H 4.98671 -1.95867 2.96485  0.35
H 3.79107 -1.06499 2.19210  0.25
H 4.54605 -0.36353 3.67319  0.36
H 6.71997 -0.37653 2.29320  0.23
H 4.84702 -1.31068 0.14008  0.27
H 6.50848 -1.63876 0.34995  0.38
H 6.01499 -0.04592 -0.33598  0.32
H 5.50875 1.44669 2.69582  0.30
C -0.66630 -5.98421 2.56550  -1.40
C -0.14341 -4.58086 2.75824  0.52
C 0.91783 -4.60013 3.89140  -1.20
O 0.55663 -4.18467 1.60445  -0.51
H 0.15658 -6.66237 2.33950  0.34
H -1.37819 -5.95479 1.74061  0.31
H -1.21619 -6.43000 3.39435  0.39
H -0.98677 -3.89934 2.86958  0.35
H 1.33609 -3.64737 4.21608  0.29
H 1.72252 -5.23813 3.52597  0.31
H 0.46730 -5.01770 4.79181  0.35
H 0.41811 -3.24193 1.48765  0.26
C -2.42829 2.94628 7.09181  -1.32
C -1.64688 2.33737 5.94902  0.29
C -0.73917 1.32027 6.51252  -1.23
O -2.55672 1.74043 5.14542  -0.51
H -1.83544 3.65244 7.67316  0.38
H -2.93146 2.18511 7.68807  0.38
H -3.22477 3.53644 6.63856  0.35
H -1.20131 3.09476 5.30408  0.38
H -1.24813 0.69598 7.24689  0.28
H 0.10194 1.77932 7.03205  0.37
H -0.20122 0.65927 5.83297  0.32
H -3.15995 1.24730 5.70627  0.31

Cartesian forces, eV/Å:
0.690 -1.059 -0.420
0.528 -0.133 0.254
-0.486 0.632 0.306
0.664 -0.143 0.403
-0.170 -0.025 -0.616
-0.984 -0.346 -0.123
-1.039 1.131 0.621
-2.946 -3.516 0.904
1.009 2.480 3.462
3.662 -2.125 -1.286
-1.384 2.608 -3.440
0.791 -1.283 -1.354
-0.384 0.285 0.157
0.724 -0.255 0.182
-0.509 0.093 0.129
-0.399 -1.861 -1.342
0.003 0.274 1.377
-0.488 0.586 0.450
0.410 1.600 0.273
-0.620 1.273 0.203
0.330 -0.326 -0.433
0.732 -0.449 0.623
-0.241 0.578 -0.424
0.376 -0.184 0.023
0.312 0.701 0.938
-0.320 -1.212 -2.199
0.174 1.000 0.119
-0.014 0.014 0.503
0.081 -0.023 0.008
-0.254 -0.072 -0.053
-0.278 0.026 0.294
-0.356 0.290 -0.100
0.090 -0.111 0.186
0.285 0.033 -0.057
-0.157 -0.075 -0.241
0.445 -0.547 0.654
0.816 -0.299 -0.023
-1.186 -1.083 -1.802
0.515 0.709 -0.115
0.385 0.913 1.001
0.343 0.227 -0.229
0.033 -0.086 0.027
-0.159 -0.038 0.102
-0.187 -0.291 0.673
-0.707 -0.063 -0.049
-0.385 0.027 0.198
0.334 -0.237 0.297
0.156 0.212 0.110
0.708 1.405 -0.734
-1.532 -3.623 -1.469
0.297 0.950 -0.823
1.281 0.885 1.656
-0.026 0.276 0.535
0.028 -0.226 -0.349
-0.337 0.377 0.204
-0.020 -0.334 1.589
-0.229 0.188 -0.225
0.016 -0.384 0.178
-0.160 0.389 -0.175
0.053 0.071 -0.156
0.023 -0.883 -0.979
-0.124 -1.401 0.054
-0.355 -0.132 1.006
-0.165 1.273 -0.644
0.352 0.041 0.363
-0.341 0.491 0.160
0.022 -0.114 -0.022
0.290 0.141 -0.045
-0.260 0.296 -0.083
0.259 0.246 -0.083
0.155 -0.092 0.084
-0.074 0.228 0.041
-0.421 -0.252 -0.565
0.996 -0.067 1.217
-1.059 0.015 0.319
0.048 0.088 -1.211
0.000 0.014 -0.214
0.145 -0.249 -0.257
0.147 0.420 0.351
0.007 0.097 0.630
-0.104 0.241 -0.496
0.014 -0.019 0.180
0.127 -0.307 0.098
0.069 0.123 -0.131
-0.229 1.535 -0.352
0.271 0.865 1.238
2.360 -0.713 0.701
-2.270 -1.591 -2.495
-0.006 -0.318 0.391
0.345 -0.094 0.262
-0.091 0.172 0.033
0.508 0.094 0.371
-0.159 -0.054 -0.035
-0.082 0.301 0.402
-0.518 0.013 -0.581
-0.197 -0.232 -0.108

The following is a DFT calculation (wB97M-V/def2-TZVPD) of a 9-piece molecular cluster, C20H59IO14P2S8 overall at a distorted geometry.

Output
* relative energy (zero: lowest compared OMol25 entry of this formula, charge and spin): 5.098 eV
* largest force on an atom: 5.90 eV/A
* total energy: -6016.4382 a.u.

Last column: Mulliken charge in e.
CARTESIAN COORDINATES (ANGSTROEM)
O 5.37268 -1.08310 -0.35223  -0.64
P 3.93023 -0.70632 -0.90890  0.87
O 2.86260 -0.67376 0.49009  -0.52
O 3.86132 0.92763 -1.59269  -0.28
C 4.97478 1.74971 -1.09626  -0.52
C 4.63637 2.16474 0.46369  -0.21
C 3.16049 2.90384 0.43473  -0.35
C 2.70907 3.56946 1.86615  -0.21
O 3.22212 2.68433 2.95912  -0.55
O 3.38196 -1.77125 -2.18705  -0.17
P 3.05464 -3.37816 -1.59948  0.26
O 1.79576 -3.38927 -0.37241  -0.40
I 1.95365 -4.52699 -3.53758  -0.08
H 3.37388 -0.90524 1.33644  0.36
H 4.93382 2.76905 -1.71501  0.34
H 6.04107 1.29527 -1.25846  0.28
H 5.41173 2.99253 0.81531  0.37
H 4.59810 1.23028 1.16837  0.10
H 2.28472 2.21654 0.06637  0.17
H 3.26057 3.78106 -0.36903  0.24
H 1.54321 3.69045 1.94812  0.08
H 3.23099 4.63190 1.91949  0.26
H 2.54466 1.93861 3.03831  0.31
H 1.67483 -4.35776 -0.06992  0.32
C 1.06441 -2.00973 -6.36803  -0.83
S -0.39789 -3.07092 -6.45778  0.55
O 0.00585 -4.33802 -7.15107  -0.63
C -1.29127 -2.05506 -7.65832  -0.73
H 1.78866 -2.47182 -5.69291  0.18
H 1.51068 -1.90335 -7.35976  0.40
H 0.78096 -1.02980 -5.97703  0.25
H -0.69894 -1.94622 -8.57011  0.35
H -1.49747 -1.07372 -7.22500  0.33
H -2.23556 -2.54992 -7.89735  0.10
C 1.48834 -6.73106 3.39480  -0.82
S 2.69286 -6.27380 2.12494  0.55
O 2.17261 -6.77142 0.80930  -0.64
C 3.98113 -7.42078 2.66923  -0.96
H 0.57302 -6.15802 3.22847  0.31
H 1.26386 -7.79851 3.33021  0.37
H 1.88975 -6.49110 4.38210  0.20
H 3.60203 -8.44545 2.64929  0.30
H 4.30077 -7.15817 3.68027  0.34
H 4.83137 -7.33635 1.98831  0.33
C -2.80241 3.88763 4.20677  -0.77
S -2.19097 3.85663 2.50451  0.41
O -0.82002 3.24909 2.52837  -0.59
C -1.98963 5.64716 2.34677  -0.55
H -2.96512 2.85881 4.53675  0.37
H -2.06753 4.36514 4.85943  0.21
H -3.74846 4.43261 4.24504  0.32
H -1.30489 6.01537 3.11463  0.13
H -2.96230 6.13438 2.44601  0.37
H -1.57606 5.86431 1.35909  0.16
C -1.98499 8.39614 6.82617  -1.00
S -0.86446 7.23500 6.00843  0.48
O -1.66063 6.01545 5.65068  -0.58
C 0.10275 6.83926 7.48468  -1.00
H -2.71380 8.75080 6.09344  0.32
H -2.50859 7.89677 7.64499  0.32
H -1.41484 9.24605 7.20833  0.38
H -0.55040 6.43615 8.26248  0.31
H 0.60442 7.74019 7.84520  0.38
H 0.85249 6.09059 7.21809  0.33
C -1.16082 6.47036 -2.70579  -0.92
S -1.19919 7.61538 -1.30581  0.51
O -2.20680 7.09486 -0.32450  -0.60
C -1.97113 8.98201 -2.20463  -0.98
H -0.74490 5.51893 -2.36573  0.30
H -2.17302 6.30829 -3.08419  0.31
H -0.52622 6.87989 -3.49514  0.36
H -2.93322 8.66414 -2.61378  0.31
H -1.30997 9.30915 -3.01033  0.37
H -2.12952 9.80948 -1.50900  0.32
C -0.75799 -6.19163 8.64248  -0.96
S 0.44654 -5.73437 7.37262  0.50
O -0.07371 -6.23199 6.05698  -0.58
C 1.73480 -6.88134 7.91692  -0.91
H -1.67330 -5.61859 8.47615  0.31
H -0.98247 -7.25907 8.57789  0.31
H -0.35657 -5.95167 9.62978  0.38
H 1.35570 -7.90602 7.89697  0.31
H 2.05445 -6.61874 8.92795  0.38
H 2.58504 -6.79692 7.23599  0.27
C -2.99639 -0.34078 -2.30157  -0.97
S -1.79186 0.11647 -3.57143  0.47
O -2.31211 -0.38115 -4.88707  -0.58
C -0.50360 -1.03050 -3.02713  -0.79
H -3.91171 0.23226 -2.46790  0.33
H -3.22087 -1.40823 -2.36616  0.31
H -2.59498 -0.10082 -1.31427  0.37
H -0.88270 -2.05517 -3.04708  0.35
H -0.18395 -0.76790 -2.01610  0.41
H 0.34664 -0.94607 -3.70806  0.12
C -5.89115 -4.71840 -8.54536  -0.88
S -4.68662 -4.26115 -9.81522  0.52
O -5.20688 -4.75877 -11.13085  -0.64
C -3.39836 -5.40812 -9.27092  -0.90
H -6.80647 -4.14536 -8.71168  0.31
H -6.11563 -5.78585 -8.60995  0.30
H -5.48974 -4.47844 -7.55805  0.32
H -3.77746 -6.43279 -9.29086  0.38
H -3.07871 -5.14552 -8.25989  0.29
H -2.54812 -5.32369 -9.95185  0.29

Cartesian forces, eV/Å:
-5.269 1.150 -2.396
3.903 0.725 2.495
1.981 -0.356 -2.139
0.627 -3.908 1.122
0.569 2.063 1.153
-0.692 0.692 -0.662
-0.283 0.744 -0.393
0.583 -0.159 -0.824
-2.099 -0.014 -1.039
-1.019 1.617 3.637
-0.336 -0.996 1.480
1.268 -0.845 -1.702
-0.003 0.618 0.353
-0.542 0.277 -2.146
-0.123 -2.391 1.112
-2.278 0.465 0.414
-1.464 -2.027 -0.566
0.412 1.986 -1.375
1.943 1.041 0.675
-0.360 -1.779 1.664
2.287 -0.219 -0.203
-1.005 -2.327 0.393
1.292 1.637 -0.175
0.456 1.715 -0.781
0.154 0.048 -0.093
0.030 -0.072 -0.164
-0.081 0.469 0.136
0.027 0.094 -0.111
-0.196 0.006 -0.116
-0.111 -0.064 0.031
-0.086 -0.086 -0.067
0.036 -0.131 0.094
-0.019 -0.155 0.122
0.136 0.000 0.114
0.031 -0.017 -0.125
-0.132 -0.266 0.157
0.092 0.309 0.253
0.076 -0.110 -0.103
0.210 -0.033 0.038
0.075 0.088 -0.077
-0.087 0.041 -0.162
-0.062 0.123 -0.039
-0.068 0.057 -0.089
-0.168 0.071 0.046
0.166 -0.388 0.103
0.013 0.271 0.221
-0.153 0.154 0.051
0.341 -0.053 -0.022
-0.026 0.023 -0.237
-0.226 -0.230 -0.381
0.095 -0.005 -0.082
-0.132 -0.211 0.053
0.062 -0.102 -0.070
-0.250 -0.150 0.172
-0.135 -0.022 0.041
-0.076 -0.117 0.114
0.371 0.935 0.582
0.004 -0.114 0.074
0.167 -0.115 0.018
0.084 -0.042 -0.096
0.018 -0.092 -0.078
-0.022 0.037 -0.132
-0.055 -0.034 -0.101
-0.145 0.116 -0.087
-0.074 -0.095 -0.037
-0.291 -0.127 0.080
0.323 0.306 -0.659
-0.128 0.051 -0.015
-0.041 0.185 0.066
0.051 0.063 0.109
-0.018 0.017 0.112
0.092 -0.058 0.081
0.006 -0.063 0.093
0.080 -0.184 -0.014
-0.095 -0.085 0.014
-0.215 -0.179 -0.262
0.259 0.087 0.656
0.014 -0.141 -0.019
0.198 -0.025 -0.075
0.071 0.086 -0.079
0.022 0.027 -0.109
-0.045 0.113 -0.038
-0.044 0.043 -0.092
-0.159 0.081 0.052
-0.108 -0.069 -0.003
-0.075 -0.212 -0.083
0.219 0.039 0.419
-0.004 -0.097 -0.018
0.190 -0.019 -0.068
0.088 0.080 -0.082
0.032 0.030 -0.113
-0.024 0.094 -0.056
-0.045 0.046 -0.062
-0.147 0.062 0.083
-0.110 -0.071 0.036
-0.119 -0.319 -0.376
0.211 0.156 0.688
0.009 -0.077 -0.018
0.189 -0.025 -0.070
0.076 0.082 -0.078
0.024 0.022 -0.099
-0.059 0.122 -0.042
0.011 0.027 -0.082
-0.166 0.087 0.075